Version w
Molecular formula: C5H33NO13
Method: DFT, ωB97M-V/def2-TZVPD

Last column: natural (NBO) charge in e.
Positions of all 52 atoms, in Å:
C1 0.4925 -1.7806 0.6889  -0.68
C2 -0.6797 -1.2732 -0.2751  0.07
O1 -1.3352 -2.3895 -0.9586  -0.75
C3 -0.2673 -0.3767 -1.4189  -0.47
C4 0.9354 0.6720 -1.1443  -0.22
N1 0.4885 1.5422 -0.0861  -0.64
C5 -0.5124 2.4553 -0.3225  0.57
O2 -1.0200 3.0163 0.5864  -0.69
H1 1.3628 -1.8109 -0.1020  0.20
H2 0.3374 -2.6888 1.1652  0.21
H3 0.6868 -1.0315 1.5393  0.24
H4 -1.4875 -0.6997 0.3082  0.18
H5 -1.3481 -3.1166 -0.3048  0.47
H6 -0.0050 -0.9291 -2.4592  0.24
H7 -1.0659 0.2740 -1.8668  0.24
H8 1.0192 1.1615 -2.1010  0.22
H9 1.7569 0.0898 -0.7589  0.23
H10 0.5857 1.3044 0.8749  0.41
H11 -0.7640 2.6950 -1.3590  0.14
O3 0.6131 0.7226 2.6558  -0.99
H12 -0.3400 0.8902 2.8000  0.51
H13 0.6357 0.1262 3.4179  0.49
O4 3.9626 -0.6119 2.0303  -0.93
H14 3.3044 -0.0905 1.6026  0.48
H15 4.2752 -0.1679 2.6982  0.47
O5 2.3142 -0.4550 -3.0156  -0.97
H16 2.3369 0.0196 -3.8756  0.47
H17 2.6865 -1.3706 -3.2067  0.50
O6 4.2099 -0.9821 -0.7641  -0.97
H18 4.7010 -0.5102 -1.3416  0.46
H19 4.2470 -0.5899 0.1710  0.49
O7 -1.8864 1.7365 2.8656  -1.01
H20 -1.7218 2.3241 2.0808  0.53
H21 -2.3512 2.1599 3.5341  0.49
O8 -3.3763 1.1311 -3.4827  -0.94
H22 -3.4051 1.4368 -2.6458  0.47
H23 -3.6790 0.1545 -3.3971  0.47
O9 -2.9913 1.0830 -0.4670  -1.02
H24 -3.0210 1.4403 0.4662  0.48
H25 -3.6112 0.2431 -0.4657  0.52
O10 -2.4573 -1.0418 2.4480  -0.94
H26 -1.9158 -1.3426 1.8148  0.45
H27 -2.1663 -0.1356 2.5871  0.48
O11 2.1040 -3.3054 -1.9293  -0.94
H28 1.5046 -2.5809 -1.6555  0.47
H29 2.6376 -3.4756 -1.1859  0.47
O12 -3.8893 -1.4559 -0.6113  -0.96
H30 -4.0946 -2.0952 0.1310  0.49
H31 -3.3042 -1.9260 -1.1599  0.50
O13 2.9966 2.1126 2.3414  -0.96
H32 2.1519 1.7988 2.5305  0.48
H33 2.8633 2.9818 2.0080  0.47

Values from the calculation:
**Frontier orbital gap**: 9.474 eV
**SMILES**: C[C@H](O)CCNC=O.O.O.O.O.O.O.O.O.O.O.O
**HOMO**: -9.348 eV
**Total charge**: 0

***

Version x
Molecular formula: C5H33NO13
Method: DFT, ωB97M-V/def2-TZVPD

Last column: natural (NBO) charge in e.
Positions of all 52 atoms, in Å:
C1 0.9167 1.9647 2.0461  -0.61
C2 0.2372 0.5885 1.7404  -0.07
C3 -0.8603 0.2204 2.6996  -0.47
C4 -0.9152 -1.2330 3.1196  -0.07
O1 -1.3954 -2.0301 2.0265  -0.72
N1 -0.1467 0.4726 0.3376  -0.60
C5 0.5368 -0.1801 -0.6122  0.53
O2 0.3425 0.0404 -1.8060  -0.69
H1 1.5154 1.9082 2.9572  0.21
H2 0.3465 2.8830 2.0126  0.23
H3 1.6760 1.9709 1.2568  0.21
H4 1.1848 0.0501 1.7891  0.23
H5 -1.8790 0.3153 2.3192  0.23
H6 -0.7877 0.9470 3.5057  0.23
H7 0.0345 -1.6498 3.5051  0.16
H8 -1.4606 -1.5206 4.0021  0.19
H9 -1.0183 -1.6072 1.2501  0.46
H10 -0.7948 1.1552 -0.0349  0.42
H11 1.1987 -0.9820 -0.2907  0.13
O3 3.5019 -1.7167 -1.3855  -0.97
H12 2.8753 -2.4381 -1.2444  0.48
H13 3.1176 -0.9576 -0.9410  0.50
O4 3.5280 -1.2064 1.2292  -0.98
H14 3.8187 -1.7715 0.4884  0.49
H15 4.2511 -0.6088 1.4294  0.48
O5 -3.8966 -3.5791 0.1608  -0.95
H16 -4.5850 -3.3490 0.7688  0.48
H17 -3.6625 -2.8333 -0.3933  0.47
O6 0.8325 -4.5177 -0.6072  -0.98
H18 1.5347 -4.9441 -1.0869  0.48
H19 0.3645 -4.9980 0.0717  0.50
O7 -2.8652 2.9578 -2.3883  -0.98
H20 -2.0155 2.8101 -2.8479  0.50
H21 -3.0891 2.1077 -2.0105  0.47
O8 4.6560 0.5967 -1.1474  -0.97
H22 4.3589 1.1535 -1.8871  0.49
H23 4.7786 -0.1864 -1.7046  0.47
O9 -2.9748 2.0200 3.8526  -0.94
H24 -3.0341 2.8287 4.3653  0.47
H25 -2.6182 1.3536 4.4445  0.47
O10 -0.7491 3.7986 -0.3342  -0.98
H26 -1.5096 3.5443 -0.8733  0.49
H27 -0.6453 4.7491 -0.3948  0.47
O11 2.8022 0.5972 -3.1956  -0.98
H28 2.9247 -0.2516 -3.5810  0.47
H29 2.0723 0.5453 -2.5585  0.50
O12 -3.0888 -0.5693 -0.2501  -0.94
H30 -2.6581 -1.1867 -0.8576  0.46
H31 -2.8248 -1.0078 0.5725  0.48
O13 -0.7505 2.1924 -3.9232  -0.97
H32 -0.5118 1.3110 -3.6175  0.50
H33 -0.4498 2.2679 -4.8308  0.49

Values from the calculation:
**Frontier orbital gap**: 10.355 eV
**SMILES**: C[C@@H](CCO)NC=O.O.O.O.O.O.O.O.O.O.O.O
**HOMO**: -10.139 eV
**Total charge**: 0

***

Version y
Molecular formula: C5H33NO13
Method: DFT, ωB97M-V/def2-TZVPD

Last column: natural (NBO) charge in e.
Positions of all 52 atoms, in Å:
C1 -3.4284 2.4318 2.1820  -0.41
N1 -2.4941 1.5158 1.4892  -0.69
C2 -2.3134 0.1839 2.0687  -0.21
C3 -0.8152 -0.2316 2.0127  -0.39
C4 -0.2715 -0.1729 0.5945  -0.57
C5 0.5222 1.0535 0.3092  0.86
O1 0.4168 1.6973 -0.7177  -0.62
O2 1.5654 1.2911 1.1174  -0.74
H1 -3.2414 3.3560 1.6322  0.19
H2 -4.4702 2.1578 1.9830  0.17
H3 -3.3145 2.5103 3.2584  0.20
H4 -2.8173 1.4676 0.5301  0.40
H5 -2.9078 -0.6422 1.6912  0.19
H6 -2.5105 0.3411 3.1333  0.18
H7 -0.8063 -1.2135 2.4996  0.19
H8 -0.2852 0.4403 2.6892  0.21
H9 0.3423 -1.0351 0.3381  0.27
H10 -1.0773 -0.1873 -0.1408  0.26
H11 1.6962 2.1952 1.4244  0.52
O3 -3.1174 -1.4975 -0.9445  -0.98
H12 -3.0080 -1.3245 -1.8897  0.51
H13 -3.7143 -2.2170 -0.7508  0.47
O4 -2.2178 -1.6461 -3.5833  -0.94
H14 -1.3392 -1.9356 -3.8721  0.49
H15 -2.2955 -0.9618 -4.2640  0.47
O5 -0.7453 -3.9285 -1.7815  -0.97
H16 -0.1238 -4.2758 -1.1362  0.49
H17 -1.5767 -3.7308 -1.3432  0.48
O6 2.2519 -1.9749 -0.7335  -0.96
H18 2.6000 -2.3101 -1.5670  0.47
H19 2.0631 -2.7977 -0.2527  0.49
O7 0.7095 -4.0949 0.8176  -0.98
H20 1.3302 -3.9667 1.5643  0.51
H21 0.0505 -3.4342 1.0627  0.47
O8 0.7019 4.9897 -2.8646  -0.93
H22 0.4303 4.1124 -3.1648  0.47
H23 1.6329 4.7875 -2.7034  0.47
O9 4.4214 0.5689 -1.5417  -0.95
H24 3.7995 -0.0900 -1.2033  0.48
H25 4.1326 0.6920 -2.4505  0.47
O10 3.3776 -0.5137 1.4589  -0.96
H26 4.0297 0.0146 0.9923  0.49
H27 3.0249 0.0189 2.1727  0.48
O11 -2.2049 1.3704 -1.4266  -1.00
H28 -2.4351 1.8273 -2.2324  0.47
H29 -1.2621 1.4776 -1.1839  0.50
O12 2.9560 -3.0650 2.1703  -0.97
H30 3.6722 -3.0165 1.5564  0.48
H31 2.8125 -2.1058 2.2806  0.50
O13 -0.2621 3.5517 1.0234  -0.98
H32 -1.1220 3.1100 0.9551  0.50
H33 -0.2456 4.2889 0.4109  0.48

Values from the calculation:
**Frontier orbital gap**: 8.928 eV
**SMILES**: CNCCCC(=O)O.O.O.O.O.O.O.O.O.O.O.O
**HOMO**: -8.770 eV
**Total charge**: 0

***

What should be chosen as the most stable of them? Choose version y.